Record 1
74
Properties=species:S:1:pos:R:3:forces:R:3 method="wB97M-V/def2-TZVPD" multiplicity=5 charge=+2 e_homo_ha="-0.532 / -0.532" energy_ha=-2594.48112 orbital_gap_ev="8.93 / 5.13" e_lumo_ev="-5.54 / -9.33" s2=6.0134
Rh 0.086 0.341 0.562 -0.2 -0.5 -0.8
O 0.335 -5.237 -1.421 -1.6 0.6 -0.1
C 1.517 -4.804 -1.116 2.3 -1.4 0.1
O 2.473 -5.556 -1.141 -0.7 0.7 0.0
C 1.755 -3.394 -0.699 -0.7 0.6 0.1
C 2.993 -2.893 -0.290 -0.2 -0.5 -0.2
Cl 4.413 -3.791 -0.212 0.1 0.3 0.1
N 2.842 -1.586 0.045 0.1 0.3 0.2
N 1.553 -1.230 -0.144 -0.3 0.6 0.3
C 0.886 -2.294 -0.576 0.3 -0.3 -0.1
C -0.600 -2.140 -0.793 0.6 -1.6 -0.3
O -1.264 -3.093 -1.146 0.0 0.4 0.2
O -1.074 -0.962 -0.560 0.1 1.5 0.6
C 3.786 -0.579 0.494 -0.1 -0.1 0.0
C 5.129 -0.863 0.706 0.0 0.0 0.1
C 5.984 0.139 1.145 0.0 0.0 0.0
C 5.522 1.423 1.373 0.0 0.0 0.0
C 4.184 1.706 1.149 -0.1 0.0 0.0
C 3.323 0.716 0.712 0.1 -0.1 0.0
H -0.360 -4.530 -1.339 0.3 -0.4 -0.2
H 5.538 -1.840 0.539 0.0 -0.1 0.0
H 7.026 -0.101 1.306 0.0 0.0 0.0
H 6.199 2.198 1.707 0.0 0.0 0.0
H 3.807 2.709 1.301 0.0 0.0 0.0
H 2.299 0.992 0.508 0.0 0.1 -0.1
C 0.289 -2.443 2.860 0.1 0.1 -0.3
P -0.401 -0.776 2.696 -0.3 -0.5 0.9
C -2.184 -0.888 2.801 0.0 0.1 -0.1
C -2.819 -1.993 3.367 0.0 -0.1 0.0
C -4.204 -2.035 3.421 0.0 0.0 0.0
C -4.953 -0.982 2.915 0.0 0.0 0.0
C -4.325 0.122 2.352 0.0 0.0 0.0
C -2.944 0.167 2.291 0.0 0.0 0.0
C 0.231 0.167 4.087 0.1 0.1 -0.2
C -0.625 0.762 5.013 -0.1 0.1 0.0
C -0.090 1.503 6.057 0.0 0.0 0.0
C 1.285 1.655 6.174 0.0 0.0 0.0
C 2.140 1.068 5.246 0.0 0.0 0.0
C 1.616 0.329 4.200 0.1 0.0 0.0
H 0.109 -2.803 3.873 0.0 0.0 0.0
H 1.365 -2.417 2.688 0.0 0.0 0.0
H -0.180 -3.118 2.143 0.0 0.0 0.0
H -2.248 -2.820 3.768 0.0 0.0 0.0
H -4.697 -2.892 3.859 0.0 0.0 0.0
H -6.034 -1.023 2.956 0.0 0.0 0.0
H -4.914 0.938 1.955 0.0 0.0 0.0
H -2.456 1.030 1.845 0.0 0.0 0.0
H -1.697 0.637 4.928 0.0 0.0 0.0
H -0.749 1.952 6.788 0.0 0.0 0.0
H 1.695 2.229 6.994 0.0 0.0 0.0
H 3.211 1.182 5.345 0.0 0.0 0.0
H 2.286 -0.121 3.473 0.0 0.0 0.0
C -1.923 4.601 -1.439 0.0 0.0 0.0
C -0.459 4.827 -1.082 -0.1 0.0 -0.1
N -0.155 4.653 0.350 0.0 -0.2 0.0
C -0.171 5.868 1.189 0.0 0.1 0.0
C -1.548 6.189 1.756 0.0 0.0 0.0
C 0.026 3.452 0.869 0.0 0.3 0.2
C 0.387 3.310 2.314 0.0 0.0 0.0
N -0.102 2.344 0.143 0.1 -0.5 -0.2
H -2.058 4.741 -2.510 0.0 0.0 0.0
H -2.569 5.309 -0.925 0.0 0.0 0.0
H -2.261 3.594 -1.186 0.0 0.0 0.0
H -0.157 5.838 -1.344 0.0 0.0 0.0
H 0.194 4.164 -1.655 0.0 0.0 0.0
H 0.182 6.683 0.561 0.0 0.0 0.0
H 0.557 5.756 1.988 0.0 0.0 0.0
H -2.239 6.511 0.980 0.0 0.0 0.0
H -1.462 6.998 2.480 0.0 0.0 0.0
H -1.982 5.326 2.264 0.0 0.0 0.0
H 1.266 3.903 2.561 0.0 0.0 0.0
H 0.601 2.269 2.548 0.0 0.0 0.0
H -0.432 3.642 2.953 0.0 0.0 0.0
H -0.364 2.512 -0.822 0.0 0.0 0.0

=====

Record 2
102
Properties=species:S:1:pos:R:3:forces:R:3 method="wB97M-V/def2-TZVPD" charge=0 e_homo_ha=-0.396 energy_ha=-4319.07129 orbital_gap_ev=10.95 e_lumo_ev=0.17 smiles="O=C1OC[C@@H](F)O1.O=C1OC[C@@H](F)O1.O=C1OC[C@@H](F)O1.O=C1OC[C@@H](F)O1.O=C1OC[C@@H](F)O1.O=C1OC[C@@H](F)O1.O=C1OC[C@@H](F)O1.O=C1OC[C@@H](F)O1.O=C1OC[C@@H](F)O1.COC(=O)OC"
O 14.223 -15.254 -34.725 0.0 0.4 0.0
C 13.106 -15.066 -34.391 0.0 -0.5 -0.6
O 12.107 -14.560 -35.194 1.0 -0.4 0.5
C 10.893 -14.931 -34.578 -1.5 0.8 -0.7
C 11.246 -14.977 -33.124 0.1 -0.5 0.1
F 10.578 -15.909 -32.402 -0.3 -0.3 -0.1
O 12.591 -15.414 -33.184 0.0 0.9 0.4
H 10.169 -14.140 -34.777 0.0 -0.1 0.0
H 10.507 -15.865 -34.994 0.2 -0.2 0.3
H 11.048 -14.020 -32.637 0.7 0.0 0.2
O 7.361 -13.979 -32.327 -0.3 0.2 -0.3
C 6.270 -14.452 -32.362 0.5 -0.4 1.2
O 6.022 -15.771 -32.296 0.6 -0.5 -0.4
C 4.682 -16.023 -32.712 0.4 0.7 0.8
C 4.020 -14.687 -32.320 0.4 -0.6 -2.0
F 3.411 -14.794 -31.129 0.1 0.4 0.5
O 5.109 -13.763 -32.314 -0.9 -0.3 -0.1
H 4.724 -16.224 -33.781 -0.5 0.0 0.0
H 4.273 -16.841 -32.125 0.0 -0.1 -0.2
H 3.316 -14.393 -33.098 -0.2 0.5 0.4
O 12.281 -18.658 -23.187 0.7 0.7 -0.7
C 12.641 -19.474 -23.977 -1.6 -1.4 1.2
O 11.818 -20.461 -24.394 -0.4 -0.6 0.2
C 12.590 -21.569 -24.877 0.1 0.9 -0.9
C 13.874 -20.842 -25.268 -0.6 -1.4 0.0
F 13.844 -20.486 -26.576 0.1 0.6 -0.1
O 13.875 -19.714 -24.424 1.5 0.2 -0.6
H 12.799 -22.356 -24.152 -0.3 0.3 0.5
H 12.091 -22.004 -25.740 0.0 0.1 -0.1
H 14.722 -21.514 -25.135 0.5 0.7 0.3
O 14.578 -15.493 -24.801 0.0 -2.1 -0.7
C 15.424 -16.353 -24.854 0.2 2.2 -0.4
O 15.535 -17.470 -25.610 -1.6 -0.1 -0.3
C 16.848 -17.965 -25.526 1.9 1.2 -0.1
C 17.339 -17.334 -24.240 -0.7 -1.2 0.1
F 18.672 -17.145 -24.307 -0.1 0.6 0.2
O 16.569 -16.140 -24.194 1.5 -0.7 0.9
H 17.041 -19.028 -25.638 -1.0 -0.2 0.3
H 17.506 -17.482 -26.259 -0.5 0.0 -0.5
H 17.090 -17.952 -23.374 0.3 0.3 0.3
O 8.189 -11.860 -23.543 -0.3 -0.3 -0.7
C 8.097 -12.635 -24.447 0.9 1.3 1.4
O 7.690 -13.878 -24.330 -0.8 -1.2 0.5
C 7.772 -14.587 -25.552 0.9 0.4 -0.1
C 8.365 -13.509 -26.507 -1.0 -1.5 0.7
F 7.448 -13.276 -27.495 0.1 0.5 -0.4
O 8.518 -12.373 -25.708 0.3 -0.4 -1.1
H 8.477 -15.412 -25.445 0.0 0.0 0.2
H 6.799 -14.991 -25.824 0.0 0.3 -0.2
H 9.278 -13.913 -26.945 0.2 0.9 -0.1
O 11.114 -21.064 -28.490 0.7 1.2 0.1
C 11.423 -20.197 -29.266 -0.8 -1.9 0.0
O 12.475 -19.409 -29.252 1.5 0.1 1.3
C 12.637 -18.674 -30.447 -0.3 -0.3 -0.8
C 11.402 -19.109 -31.263 0.1 0.9 1.3
F 11.744 -19.790 -32.372 0.1 -0.3 -0.4
O 10.707 -19.996 -30.378 -0.2 1.2 -1.6
H 12.733 -17.613 -30.223 -0.4 0.0 0.0
H 13.523 -18.949 -31.022 0.2 -0.3 0.4
H 10.844 -18.210 -31.529 -0.6 -0.6 -0.2
O 13.191 -12.123 -30.111 0.0 0.7 0.4
C 12.434 -11.450 -29.478 -0.9 -1.9 -0.7
O 11.108 -11.375 -29.779 -0.3 0.7 -0.8
C 10.512 -10.331 -29.023 0.0 0.2 0.5
C 11.467 -10.209 -27.861 0.2 -0.4 0.3
F 11.025 -10.930 -26.799 0.1 0.1 0.1
O 12.662 -10.838 -28.328 0.3 1.3 0.7
H 10.434 -9.357 -29.511 0.3 -0.3 -0.7
H 9.507 -10.581 -28.689 0.1 -0.4 0.0
H 11.678 -9.186 -27.557 0.2 -0.1 0.2
O 11.358 -12.643 -21.181 0.0 0.2 -0.2
C 11.383 -13.698 -21.710 0.1 -0.4 0.4
O 10.767 -14.808 -21.239 -0.2 0.0 -0.1
C 11.235 -15.955 -21.960 0.2 0.2 0.2
C 11.739 -15.299 -23.254 0.0 -0.1 1.2
F 10.640 -15.173 -24.068 -0.2 0.0 -0.7
O 12.103 -14.004 -22.837 -0.2 -0.4 -0.2
H 11.976 -16.439 -21.323 0.4 0.0 -0.4
H 10.444 -16.685 -22.113 -0.2 0.3 -0.2
H 12.557 -15.782 -23.780 -0.1 0.2 0.0
O 15.485 -16.865 -31.557 0.4 0.4 0.9
C 15.476 -16.140 -30.607 -1.5 -0.2 -0.9
O 14.400 -15.367 -30.281 -0.6 0.3 -0.6
C 14.563 -14.880 -28.952 0.3 -0.9 0.4
C 16.063 -14.858 -28.871 -1.0 0.0 0.6
F 16.449 -15.096 -27.595 0.6 -0.2 0.2
O 16.436 -15.963 -29.698 1.1 0.8 0.5
H 14.108 -13.933 -28.676 -0.2 0.0 -0.8
H 14.180 -15.664 -28.295 0.1 0.2 0.3
H 16.425 -13.873 -29.171 0.7 -0.4 -0.4
C 12.072 -17.056 -26.616 -0.4 -0.4 -0.4
O 11.099 -16.744 -27.630 -0.1 1.2 -0.1
C 10.925 -15.481 -28.131 0.3 -1.8 -1.0
O 11.531 -14.460 -27.992 0.5 0.0 1.2
O 9.964 -15.639 -29.040 -0.7 -0.3 -0.6
C 9.643 -14.474 -29.779 -0.7 1.7 -0.2
H 12.312 -18.109 -26.778 0.2 0.1 -0.3
H 11.576 -17.048 -25.645 0.3 0.7 0.1
H 12.964 -16.451 -26.747 -0.1 0.2 0.5
H 10.462 -14.011 -30.328 0.5 -0.3 0.5
H 9.213 -13.731 -29.102 0.4 0.1 0.0
H 8.863 -14.574 -30.532 0.0 -1.2 0.2

=====

Record 3
74
Properties=species:S:1:pos:R:3:forces:R:3 method="wB97M-V/def2-TZVPD" charge=+1 e_homo_ha=-0.396 energy_ha=-2219.39530 orbital_gap_ev=7.65 e_lumo_ev=-3.13
Y -1.059 1.260 -0.324 -0.3 1.4 -0.2
C -4.616 -0.192 -0.420 -0.3 0.1 0.9
C -4.418 -0.352 1.138 1.3 0.4 -1.3
C -5.663 0.002 1.901 -1.0 0.0 -0.1
C -3.221 0.490 1.572 -0.5 0.8 -0.2
C -3.242 1.904 1.522 -0.4 0.6 -0.2
C -2.167 2.698 1.955 -0.4 0.4 -0.6
C -0.982 2.089 2.435 -1.0 0.5 -0.4
C 0.115 2.977 2.881 1.0 0.8 0.7
C -0.973 0.702 2.465 -0.1 -0.6 0.5
C -2.070 -0.086 2.065 0.5 1.3 0.3
H -5.515 -0.750 -0.726 0.3 0.3 0.0
H -3.755 -0.553 -0.984 0.0 -0.1 0.1
H -4.734 0.875 -0.659 -0.2 -0.3 0.0
H -4.112 -1.383 1.294 -0.2 -0.2 0.2
H -6.016 1.007 1.602 0.0 -0.4 0.1
H -5.539 0.013 2.991 0.1 -0.2 -0.2
H -6.440 -0.739 1.622 0.2 0.6 0.3
H -4.143 2.422 1.147 0.6 -0.4 0.2
H -2.232 3.824 1.848 0.1 -1.5 0.3
H 0.140 3.144 3.978 0.0 -0.6 -0.4
H -0.056 3.987 2.516 0.0 0.0 -0.3
H 1.126 2.689 2.538 -0.6 0.0 0.2
H -0.134 0.188 2.915 0.2 0.0 -0.1
H -2.057 -1.125 2.229 0.3 -1.2 -0.1
C 3.404 -4.981 -1.485 0.0 0.4 0.5
C 3.617 -4.315 -0.108 -0.8 0.4 -0.4
C 5.067 -3.941 0.103 0.3 -1.8 -1.0
C 5.299 -3.465 1.488 0.6 0.1 1.3
C 4.376 -2.305 1.835 0.3 -0.1 -0.2
C 4.544 -1.442 2.902 1.2 -0.6 0.2
C 3.781 -0.303 3.061 -0.6 0.8 -0.7
F 4.012 0.547 4.062 0.3 -0.2 0.4
C 2.843 0.058 2.134 0.0 -0.9 -0.1
C 2.562 -0.853 1.104 0.4 0.3 -0.3
C 1.503 -0.504 0.172 0.5 -1.8 -0.1
O 1.007 0.644 0.133 -0.1 0.9 0.4
C 1.063 -1.569 -0.653 0.3 -0.2 0.4
C 1.764 -2.767 -0.686 0.4 0.4 0.3
N 2.866 -3.011 0.055 -0.7 0.0 -1.2
C 3.316 -2.044 0.951 -1.2 0.2 0.5
C -0.204 -1.466 -1.423 -0.7 -0.8 -1.1
O -0.345 -2.095 -2.468 0.1 0.6 1.0
O -1.146 -0.729 -0.865 0.5 -1.0 -0.5
H 4.169 -5.743 -1.557 0.0 -0.4 0.0
H 3.618 -4.275 -2.289 -0.2 0.1 0.0
H 2.426 -5.458 -1.629 0.3 0.3 0.1
H 3.225 -4.983 0.678 0.4 0.2 -0.1
H 5.376 -3.238 -0.687 0.0 -0.1 0.3
H 5.649 -4.887 -0.026 -0.2 0.8 -0.1
H 6.376 -3.215 1.572 -0.6 0.3 0.3
H 5.152 -4.336 2.157 -0.1 0.5 0.0
H 5.359 -1.613 3.606 -0.2 0.0 -0.1
H 2.255 0.952 2.200 0.1 0.3 0.1
H 1.418 -3.545 -1.360 0.1 0.1 0.2
C -0.951 0.705 -4.013 -1.0 -0.7 0.1
S 0.075 1.710 -2.955 0.0 0.2 0.0
C 1.700 1.001 -3.266 0.2 -0.7 0.6
H -0.697 0.862 -5.050 0.2 0.0 -0.3
H -2.009 0.989 -3.882 0.5 0.1 0.1
H -0.894 -0.362 -3.751 0.2 0.4 -0.1
H 1.724 -0.080 -2.998 0.0 0.8 -0.2
H 2.420 1.562 -2.667 -0.1 -0.1 0.1
H 1.991 1.135 -4.296 -0.1 0.0 -0.4
N -3.820 3.714 -3.018 0.4 0.0 0.3
C -2.918 3.381 -2.082 0.6 1.7 0.2
O -2.732 2.195 -1.697 0.2 -0.4 0.3
C -2.146 4.492 -1.544 0.3 -0.4 0.1
C -0.972 4.152 -0.862 0.0 -0.7 -0.3
N -0.032 3.652 -0.386 -0.4 -0.1 0.2
C -2.406 5.879 -1.681 -0.3 0.4 0.0
N -2.569 7.024 -1.706 0.0 -0.5 -0.2
H -4.584 3.119 -3.250 -0.2 -0.3 -0.2
H -3.770 4.656 -3.371 -0.4 0.0 -0.1